Record 1
This record from the OMol25 dataset describes C6H13N in the gas phase in a non-equilibrium geometry. The level of theory is ωB97M-V/def2-TZVPD.

Calculated values
**F_max**: 3.3 eV Å⁻¹
**Kohn-Sham gap**: 9.737 eV
**SMILES string**: C/C=C/C[C@@H](C)N
**E_HOMO**: -8.5 eV
**2S+1**: 1
**Charge**: 0
**Energy above the lowest of the compared OMol25 structures with the same formula, charge and spin**: 35.53 kcal/mol
**E_LUMO**: 0.0437 Eh

The geometry in XYZ format:
```
20
C6H13N | the OMol25 dataset | ωB97M-V/def2-TZVPD
N 2.22157 -1.18964 1.60989
C -0.95269 1.08810 -1.24729
C -0.34921 1.31729 -0.06133
C 0.87505 -0.84026 1.22493
C 0.13371 -1.92536 0.40713
C 0.91443 0.63560 0.37231
C -2.17576 1.77593 -1.76159
H -2.26296 2.82682 -1.57297
H -0.41384 -1.45450 -0.38598
H -3.04552 1.28780 -1.25432
H 1.48069 1.34991 1.01867
H 2.74947 -1.64188 0.88735
H -0.87893 1.96380 0.66590
H 0.26534 -0.57679 2.10137
H -0.33443 -2.66825 1.00937
H 2.25759 -1.76415 2.44396
H 1.49387 0.49560 -0.51709
H -0.57053 0.43502 -2.01384
H 0.91416 -2.37999 -0.22872
H -2.32202 1.26492 -2.69773
```

=====

Record 2
This record from the OMol25 dataset describes 2 unconnected molecules or ions with the total composition C6H13N. The level of theory is ωB97M-V/def2-TZVPD.

Calculated values
**F_max**: 0.3 eV Å⁻¹
**Kohn-Sham gap (spin up / spin down)**: 8.254 / 8.254 eV
**E_HOMO (spin up / spin down)**: -7.1 / -7.1 eV
**2S+1**: 1
**Charge**: 0
**Energy above the lowest of the compared OMol25 structures with the same formula, charge and spin**: 96.61 kcal/mol
**E_LUMO (spin up / spin down)**: 0.0410 / 0.0410 Eh

The geometry in XYZ format:
```
20
C6H13N | the OMol25 dataset | ωB97M-V/def2-TZVPD
N 0.46282 -0.42909 -0.24733
C -1.48458 0.78407 0.55461
C -1.76471 1.25970 1.98246
C 0.35709 -1.69576 -0.71074
C 1.66900 -0.99199 -0.82890
C 2.19513 -0.31975 -2.07917
C -0.01874 0.64198 0.28086
H 0.68535 1.42519 0.55120
H 1.37027 -0.00984 -2.72951
H -1.93424 1.48930 -0.15969
H -0.16137 -1.61458 2.39924
H -1.39347 0.53232 2.71207
H -1.96261 -0.18783 0.37837
H 2.44142 -1.26279 -0.10336
H -0.08310 -1.97256 1.74438
H 2.81505 0.55548 -1.85169
H -0.31998 -1.94292 -1.52330
H 2.81567 -1.03140 -2.63505
H -1.27306 2.21870 2.18383
H -2.83891 1.39254 2.14758
```

=====

Record 3
This record from the OMol25 dataset describes 2 unconnected molecules or ions with the total composition C6H13N. The level of theory is ωB97M-V/def2-TZVPD.

Calculated values
**F_max**: 0.6 eV Å⁻¹
**Kohn-Sham gap**: 10.501 eV
**SMILES string**: C/C=N/C.C=CC
**E_HOMO**: -9.4 eV
**2S+1**: 1
**Charge**: 0
**Energy above the lowest of the compared OMol25 structures with the same formula, charge and spin**: 34.11 kcal/mol
**E_LUMO**: 0.0422 Eh

The geometry in XYZ format:
```
20
C6H13N | the OMol25 dataset | ωB97M-V/def2-TZVPD
N -1.43996 -0.66348 -0.33911
C -1.33456 -2.03598 0.10531
C 1.46458 0.60797 -0.03242
C 1.52307 1.31396 -1.14971
C 1.84038 -0.83767 0.12538
C -1.20992 0.24737 0.51127
C -1.46159 1.69568 0.21411
H -2.22751 -2.57570 -0.22678
H 2.92736 -0.92971 0.18165
H -0.47098 -2.52570 -0.35908
H -2.45503 1.94468 0.60190
H 1.49617 -1.45008 -0.71389
H 1.20325 2.35194 -1.19592
H -0.74349 2.36346 0.70277
H -1.44721 1.86999 -0.86349
H 1.89340 0.87786 -2.07236
H 1.18256 1.13375 0.86913
H -1.24627 -2.13916 1.19964
H 1.42435 -1.26696 1.04246
H -0.89150 0.00779 1.54183
```

=====

Record 4
This record from the OMol25 dataset describes C6H13N in the gas phase in a non-equilibrium geometry. The level of theory is ωB97M-V/def2-TZVPD.

Calculated values
**F_max**: 4.5 eV Å⁻¹
**Kohn-Sham gap (spin up / spin down)**: 7.074 / 7.355 eV
**E_HOMO (spin up / spin down)**: -6.0 / -6.3 eV
**2S+1**: 1
**Charge**: 0
**Energy above the lowest of the compared OMol25 structures with the same formula, charge and spin**: 113.99 kcal/mol
**E_LUMO (spin up / spin down)**: 0.0395 / 0.0376 Eh

The geometry in XYZ format:
```
20
C6H13N | the OMol25 dataset | ωB97M-V/def2-TZVPD
N -0.29452 1.57706 -1.01536
C -0.87019 -0.40373 -1.12857
C -1.54298 0.85394 1.04157
C 0.65976 -0.35038 0.26816
C 0.41405 -1.56189 1.09601
C -0.48761 0.54585 0.00495
C 1.99920 -0.14492 -0.37775
H -1.91537 -0.46419 -1.41466
H 2.03741 -0.43558 -1.44453
H 1.32451 -2.14681 1.25008
H 2.77218 -0.73877 0.11707
H 0.66439 1.77947 -1.26664
H -0.26018 -0.72298 -1.96293
H -1.13835 1.55916 1.77238
H -0.33099 -2.22249 0.59002
H -1.84202 -0.05310 1.56782
H -0.01139 -1.33910 2.07986
H 2.32590 0.90273 -0.33297
H -1.05413 2.10361 -1.42659
H -2.44968 1.26211 0.58206
```

=====

Record 5
This record from the OMol25 dataset describes a gas-phase ion, C6H13N (charge +1) in a non-equilibrium geometry. The level of theory is ωB97M-V/def2-TZVPD.

Calculated values
**F_max**: 1.5 eV Å⁻¹
**Kohn-Sham gap (spin up / spin down)**: 8.732 / 5.099 eV
**E_HOMO (spin up / spin down)**: -13.4 / -13.3 eV
**2S+1**: 2
**Charge**: +1
**Energy above the lowest of the compared OMol25 structures with the same formula, charge and spin**: 38.23 kcal/mol
**E_LUMO (spin up / spin down)**: -0.1699 / -0.3026 Eh

The geometry in XYZ format:
```
20
C6H13N | the OMol25 dataset | ωB97M-V/def2-TZVPD
N 1.98391 -0.66996 1.49695
C -0.22994 0.39769 1.34005
C -0.67539 -0.17749 -1.07087
C -1.57124 0.87166 -1.58957
C -0.77862 -0.66873 0.29329
C 0.07044 -0.94906 -1.99387
C 1.27682 0.57105 1.17866
H 0.71722 -1.74381 -1.64644
H -1.27731 1.87502 -1.25354
H -0.02551 -0.80575 -3.06104
H 1.80783 -0.92108 2.46588
H -0.55624 -0.02358 2.29278
H 1.57113 1.45307 1.74368
H -0.10220 -1.51799 0.41648
H -1.80585 -0.90840 0.54537
H -0.73903 1.34988 1.19680
H -1.52221 0.88792 -2.68114
H -2.58143 0.70648 -1.21733
H 1.45875 0.75602 0.11521
H 2.97887 -0.48293 1.42864
```

=====

Record 6
This record from the OMol25 dataset describes a gas-phase ion, C6H13N (charge +1) in a non-equilibrium geometry. The level of theory is ωB97M-V/def2-TZVPD.

Calculated values
**F_max**: 1.8 eV Å⁻¹
**Kohn-Sham gap (spin up / spin down)**: 10.135 / 8.727 eV
**E_HOMO (spin up / spin down)**: -13.9 / -15.4 eV
**2S+1**: 2
**Charge**: +1
**Energy above the lowest of the compared OMol25 structures with the same formula, charge and spin**: 6.31 kcal/mol
**E_LUMO (spin up / spin down)**: -0.1380 / -0.2454 Eh

The geometry in XYZ format:
```
20
C6H13N | the OMol25 dataset | ωB97M-V/def2-TZVPD
N 1.90007 1.82423 1.42783
C 0.97922 0.86850 1.31902
C 0.65786 1.14589 -1.14532
C 0.58286 0.32653 0.08890
C -2.43217 -2.01224 -0.62303
C -0.31534 -0.86630 0.16097
C -1.19014 -1.22628 -1.05298
H -3.06161 -2.12310 -1.51295
H -2.15233 -3.02691 -0.32332
H 0.31871 -1.72772 0.40422
H -1.51612 -0.39450 -1.68367
H 2.46185 1.77308 2.27160
H 1.16211 0.63320 -1.96643
H 2.46141 1.96650 0.59416
H -0.60501 -1.86755 -1.70650
H -3.00328 -1.48213 0.13335
H -1.02878 -0.75496 0.98470
H -0.39352 1.23578 -1.44634
H 0.99941 2.16710 -0.98769
H 0.56989 0.54453 2.26681
```

=====

Record 7
This record from the OMol25 dataset describes a gas-phase ion, C6H13N2 (charge +1) in a non-equilibrium geometry. The level of theory is ωB97M-V/def2-TZVPD.

Calculated values
**F_max**: 3.9 eV Å⁻¹
**Kohn-Sham gap**: 10.453 eV
**SMILES string**: C=C1CN(C)C[N@@H+]1C
**E_HOMO**: -13.5 eV
**2S+1**: 1
**Charge**: +1
**Energy above the lowest of the compared OMol25 structures with the same formula, charge and spin**: 73.76 kcal/mol
**E_LUMO**: -0.1111 Eh

The geometry in XYZ format:
```
21
C6H13N2 | the OMol25 dataset | ωB97M-V/def2-TZVPD
N -0.82740 -0.16058 0.41414
N 1.49475 -0.59529 -0.13211
C 2.31181 -0.15399 0.99144
C -0.48885 0.82092 -0.61310
C 1.12603 0.30903 -1.22188
C -2.22591 -0.69212 0.41432
C -1.11363 1.93676 -0.94174
C 0.31536 -1.27750 0.20409
H -0.66484 2.35306 -1.74874
H 1.73102 1.23830 -1.44359
H -0.46793 0.29675 1.25074
H 2.80916 0.70868 0.63115
H -1.92101 2.48357 -0.40732
H -0.08953 -1.88477 -0.69043
H -2.70981 -0.55361 -0.59162
H 1.66864 0.09435 1.80781
H 0.72895 -0.29033 -2.10246
H -2.85084 -0.11500 1.07892
H 0.40370 -1.91725 1.19104
H -2.19882 -1.71394 0.62594
H 2.96915 -0.88701 1.28339
```

=====

Record 8
This record from the OMol25 dataset describes a molecular structure, C6H13N2 in a non-equilibrium geometry. The level of theory is ωB97M-V/def2-TZVPD.

Calculated values
**F_max**: 6.7 eV Å⁻¹
**Kohn-Sham gap**: 10.504 eV
**E_HOMO**: -13.5 eV
**2S+1**: 1
**Charge**: +1
**Energy above the lowest of the compared OMol25 structures with the same formula, charge and spin**: 109.82 kcal/mol
**E_LUMO**: -0.1115 Eh

The geometry in XYZ format:
```
21
C6H13N2 | the OMol25 dataset | ωB97M-V/def2-TZVPD
N 1.04871 -1.18939 -0.44562
N -0.44365 -0.13749 -2.23357
C 1.79603 1.00244 2.07610
C -0.68918 0.39328 1.13801
C 0.58430 1.06145 1.50389
C -0.46508 1.79075 0.75314
C -1.28256 -1.03358 -1.33503
C -0.40958 -1.17317 -0.06842
H -1.24153 2.36394 1.22884
H 1.37213 -0.81903 0.45213
H -0.69920 -1.98219 0.49351
H 1.41689 -2.09219 -0.69658
H -0.31749 0.83775 -1.75847
H 1.99562 0.01275 2.49199
H -0.65152 0.12796 -3.24826
H -2.30098 -0.66910 -1.07661
H 1.00002 -0.42219 -1.32564
H -1.41351 -2.08993 -1.74399
H 2.37996 1.85240 2.27857
H -0.24994 2.18369 -0.22598
H -1.42942 -0.01813 1.74198
```

=====

Record 9
This record from the OMol25 dataset describes 2 unconnected molecules or ions with the total composition C6H13N2 in a non-equilibrium geometry. The level of theory is ωB97M-V/def2-TZVPD.

Calculated values
**F_max**: 5.2 eV Å⁻¹
**Kohn-Sham gap**: 7.836 eV
**E_HOMO**: -12.4 eV
**2S+1**: 1
**Charge**: +1
**Energy above the lowest of the compared OMol25 structures with the same formula, charge and spin**: 80.31 kcal/mol
**E_LUMO**: -0.1690 Eh

The geometry in XYZ format:
```
21
C6H13N2 | the OMol25 dataset | ωB97M-V/def2-TZVPD
N 1.27688 -1.02031 1.67474
N -0.42210 -1.43530 -2.57010
C -0.82130 2.35716 -0.26080
C -0.54123 -0.53509 -1.63726
C 1.17190 -2.37241 1.04671
C 0.39516 0.33708 -1.15544
C -1.30405 2.86463 1.17110
C -0.22748 1.32608 -0.64291
H -0.53812 2.95416 1.85179
H 0.51895 -1.76299 -2.72200
H -1.13033 -1.96036 -2.96889
H 1.35717 -3.21898 1.77219
H 2.20656 -0.86411 2.01815
H -1.90458 2.09403 1.65964
H 1.98608 -2.38705 0.37961
H 0.31837 -2.37189 0.38362
H -1.69004 3.87393 1.03299
H -1.57616 -0.45936 -1.20045
H -1.05983 3.17100 -1.00981
H 0.52906 -0.91208 2.36270
H 1.45509 0.32185 -1.18556
```

=====

Record 10
This record from the OMol25 dataset describes a gas-phase ion, C6H13N2O (charge +1) in a non-equilibrium geometry. The level of theory is ωB97M-V/def2-TZVPD.

Calculated values
**F_max**: 3.8 eV Å⁻¹
**Kohn-Sham gap**: 10.160 eV
**SMILES string**: CC1=[NH+]N(C(C)C)CO1
**E_HOMO**: -13.7 eV
**2S+1**: 1
**Charge**: +1
**Energy above the lowest of the compared OMol25 structures with the same formula, charge and spin**: 87.71 kcal/mol
**E_LUMO**: -0.1283 Eh

The geometry in XYZ format:
```
22
C6H13N2O | the OMol25 dataset | ωB97M-V/def2-TZVPD
O 0.19904 -0.58740 2.15066
N -0.76286 0.42196 0.22629
N 0.61205 0.73857 0.44892
C -1.13972 -0.06683 -1.12656
C -1.00533 -0.70870 1.42471
C -0.26930 -1.18144 -1.73401
C 2.44271 0.33428 2.20886
C 1.08357 0.17652 1.52572
C -1.25191 1.23681 -1.92665
H 1.15218 1.53208 0.04130
H -1.14128 -1.86230 1.01095
H -0.11882 -1.91067 -1.01281
H -0.32928 1.79891 -1.91187
H -1.89943 -0.39970 1.98683
H -1.44432 0.79582 -2.93003
H -2.23817 2.00588 -1.75124
H -2.12590 -0.45491 -0.89148
H -0.85915 -1.78406 -2.52016
H 3.09513 -0.51269 1.69703
H 0.82970 -1.02889 -2.23306
H 2.27413 0.15194 3.28635
H 2.89697 1.30483 2.03024
```

=====

Record 11
This record from the OMol25 dataset describes a gas-phase ion, C6H13N2OS (charge +1) in a non-equilibrium geometry. The level of theory is ωB97M-V/def2-TZVPD.

Calculated values
**F_max**: 7.1 eV Å⁻¹
**Kohn-Sham gap (spin up / spin down)**: 7.666 / 4.888 eV
**E_HOMO (spin up / spin down)**: -10.3 / -12.7 eV
**2S+1**: 3
**Charge**: +1
**Energy above the lowest of the compared OMol25 structures with the same formula, charge and spin**: 29.66 kcal/mol
**E_LUMO (spin up / spin down)**: -0.0973 / -0.2855 Eh

The geometry in XYZ format:
```
23
C6H13N2OS | the OMol25 dataset | ωB97M-V/def2-TZVPD
S -1.68799 0.78326 2.37372
O -1.23597 -0.65448 -0.40874
N 0.72522 -0.35011 3.11581
N 0.58804 -1.40555 0.82508
C 0.96204 -0.57896 -1.42957
C -1.08868 1.41009 0.75518
C 0.42820 0.01189 -2.71537
C -1.77435 0.64245 -0.37403
C -0.43354 0.15707 3.29172
C 0.14637 -0.76688 -0.39402
H -1.21770 2.53208 0.69274
H -0.68345 0.29381 4.40476
H 0.95393 -0.81587 2.13023
H 0.71153 -0.45600 -3.62496
H 0.03107 1.25536 0.58511
H -1.71682 1.16201 -1.43672
H 0.11776 -2.22396 0.94653
H 2.04199 -0.57479 -1.33308
H 1.14498 -0.84833 4.00380
H 1.45288 -1.92327 0.62489
H 0.86950 0.94601 -2.75792
H -2.92633 0.63495 -0.30678
H -0.64153 0.13182 -2.52762
```

=====

Record 12
This record from the OMol25 dataset describes 2 unconnected molecules or ions with the total composition C6H13N2S in a non-equilibrium geometry. The level of theory is ωB97M-V/def2-TZVPD.

Calculated values
**F_max**: 6.5 eV Å⁻¹
**Kohn-Sham gap**: 8.242 eV
**E_HOMO**: -12.9 eV
**2S+1**: 1
**Charge**: +1
**Energy above the lowest of the compared OMol25 structures with the same formula, charge and spin**: 115.59 kcal/mol
**E_LUMO**: -0.1705 Eh

The geometry in XYZ format:
```
22
C6H13N2S | the OMol25 dataset | ωB97M-V/def2-TZVPD
S -1.36096 -0.33192 0.24451
N 0.86647 1.27043 -0.40833
N 1.19930 -1.78060 -2.22835
C 1.86905 -2.54744 -2.96518
C 1.78159 2.56794 1.18054
C -4.25583 -0.61071 0.54146
C -0.08532 0.61484 -0.15971
C -3.14665 0.25907 -0.10679
C 1.96858 2.05287 -0.28395
H -5.14228 -0.41574 0.04157
H 0.79942 2.07750 1.49701
H 2.85364 -2.26760 -3.11748
H -3.36794 1.21478 0.33319
H 2.58343 2.25276 1.80634
H 1.48267 -3.44216 -3.42083
H 2.02842 2.93250 -0.95980
H 0.16056 -2.23000 -1.87957
H 2.96481 1.46824 -0.49536
H -4.18260 -1.72805 0.42873
H 1.72372 3.74021 1.13074
H -3.25487 0.18683 -1.23349
H -4.08910 -0.32929 1.63238
```